123
Properties=species:S:1:pos:R:3:forces:R:3 method="wB97M-V/def2-TZVPD" total_energy_ev=-150644.1626 homo_lumo_gap_ev=7.23 lumo_ha=-0.0941 homo_energy_ev=-9.8 smiles="O=[PH2]C1=C(C(=O)NC(=O)F)C(=O)C(CC(=O)O)=C(Br)C1=O.CC(C)O.CC(C)O.CC(C)O.CC(C)O.CC(C)O.CC(C)O.CC(C)O.CC(C)O"
O 5.929 1.684 1.885 0.0 0.0 0.1
P 5.377 2.553 2.943 0.4 -0.8 -0.9
C 3.649 3.031 2.600 0.1 0.4 0.2
C 3.302 4.076 1.844 0.0 -0.2 0.1
C 4.302 5.023 1.247 -0.1 0.4 -0.6
O 5.048 4.707 0.368 0.4 -0.1 0.2
N 4.275 6.337 1.792 -0.2 -0.5 0.8
C 5.521 6.736 2.326 0.2 0.0 -0.5
O 5.886 6.597 3.441 -0.1 0.2 0.2
F 6.273 7.279 1.386 0.2 0.0 -0.1
C 1.878 4.363 1.514 -0.2 0.1 -0.1
O 1.613 5.260 0.737 0.2 -0.3 0.2
C 0.826 3.542 2.163 -0.2 -0.1 0.0
C -0.594 3.944 1.880 -0.2 0.1 -0.1
C -1.100 4.811 3.008 -0.4 0.1 0.2
O -1.890 4.470 3.839 0.3 0.0 -0.1
O -0.538 6.066 3.003 0.8 -0.5 -0.1
C 1.172 2.511 2.954 0.0 0.2 -0.2
Br -0.059 1.416 3.811 0.0 -0.1 0.0
C 2.601 2.138 3.176 0.0 -0.4 0.1
O 2.927 1.155 3.803 -0.1 0.4 -0.2
H 5.334 1.937 4.199 -0.1 0.5 0.2
H 6.049 3.782 3.061 -0.2 0.1 0.4
H 3.595 6.396 2.544 0.0 0.0 0.0
H -1.230 3.072 1.771 0.0 -0.1 0.1
H -0.621 4.512 0.951 0.1 0.1 0.0
H -0.191 6.240 3.890 -0.6 0.3 0.1
C -2.730 2.489 -1.231 0.0 0.1 0.1
C -1.374 1.826 -1.039 -0.3 -0.2 -0.1
C -1.165 0.688 -2.026 0.1 0.0 0.0
O -1.236 1.360 0.302 0.1 0.3 0.0
H -3.530 1.766 -1.056 0.0 0.0 0.0
H -2.862 3.306 -0.520 0.0 0.0 0.0
H -2.839 2.886 -2.241 0.0 0.0 0.0
H -0.584 2.570 -1.174 0.0 0.0 0.1
H -1.918 -0.088 -1.873 0.0 0.0 0.0
H -0.186 0.232 -1.879 0.0 0.0 0.0
H -1.232 1.043 -3.056 0.0 0.0 0.0
H -1.897 0.675 0.462 0.2 -0.3 -0.1
C 1.411 -1.792 6.528 0.1 0.1 -0.1
C -0.026 -1.297 6.494 0.1 -0.3 0.1
C -0.923 -2.094 7.427 -0.1 0.1 0.0
O -0.528 -1.344 5.157 -0.1 0.1 0.0
H 1.460 -2.835 6.202 0.0 0.0 0.1
H 2.032 -1.204 5.853 0.0 0.0 0.0
H 1.828 -1.728 7.534 0.0 0.0 0.0
H -0.053 -0.243 6.775 0.0 0.0 -0.1
H -0.942 -3.146 7.128 0.1 0.0 0.0
H -1.946 -1.721 7.386 0.0 0.0 0.0
H -0.572 -2.037 8.458 0.0 0.0 0.0
H -0.517 -2.263 4.870 0.0 0.0 0.0
C -0.546 -3.715 0.210 -0.1 0.0 -0.1
C -0.349 -2.214 0.329 0.1 -0.1 0.4
C 0.607 -1.830 1.444 0.1 0.2 0.0
O -1.599 -1.555 0.544 -0.3 0.1 -0.2
H -0.970 -4.120 1.134 0.1 0.0 0.1
H -1.244 -3.950 -0.594 0.0 0.0 0.0
H 0.399 -4.222 0.013 0.0 0.0 0.0
H 0.028 -1.821 -0.616 -0.1 0.0 0.0
H 0.224 -2.160 2.414 0.0 -0.1 0.0
H 0.687 -0.743 1.479 0.1 0.0 0.0
H 1.600 -2.257 1.301 0.0 0.0 0.0
H -1.969 -1.877 1.374 0.0 -0.1 0.0
C 9.269 5.185 -0.005 0.0 -0.1 0.0
C 8.818 4.998 -1.446 -0.3 0.2 0.2
C 8.249 6.287 -2.021 0.0 0.0 -0.1
O 7.859 3.948 -1.535 0.1 0.0 -0.1
H 8.413 5.469 0.614 0.0 0.1 0.0
H 9.671 4.254 0.395 0.0 0.0 0.0
H 10.031 5.962 0.082 0.0 0.0 0.0
H 9.664 4.671 -2.053 0.0 -0.1 0.0
H 7.372 6.601 -1.448 0.0 0.0 0.1
H 7.933 6.136 -3.054 0.0 0.0 0.0
H 8.983 7.094 -1.995 0.0 0.0 0.0
H 7.090 4.195 -1.006 0.0 0.0 0.0
C 2.257 3.246 -3.334 -0.1 0.0 -0.1
C 2.393 4.756 -3.461 0.0 -0.1 0.3
C 3.434 5.301 -2.498 0.0 0.1 -0.1
O 1.132 5.389 -3.237 0.0 0.0 -0.2
H 1.936 2.979 -2.322 0.1 0.0 0.0
H 1.507 2.869 -4.029 0.0 0.0 0.0
H 3.204 2.743 -3.535 0.0 0.0 0.0
H 2.669 5.010 -4.485 -0.1 0.0 0.0
H 3.138 5.085 -1.470 0.0 0.0 0.0
H 3.519 6.384 -2.595 0.0 0.0 0.0
H 4.415 4.857 -2.674 0.0 0.0 0.0
H 0.863 5.190 -2.333 0.0 0.1 0.0
C -5.318 -3.984 -2.906 0.1 0.1 0.2
C -3.922 -4.551 -2.711 -0.3 -0.2 -0.2
C -3.647 -5.700 -3.668 0.2 0.0 0.0
O -3.749 -4.986 -1.358 0.2 -0.1 0.2
H -6.075 -4.746 -2.715 0.0 0.0 -0.1
H -5.501 -3.163 -2.213 0.0 0.0 0.0
H -5.458 -3.617 -3.923 0.0 0.0 0.0
H -3.181 -3.764 -2.860 0.0 0.0 0.1
H -4.354 -6.515 -3.495 -0.1 0.0 0.0
H -2.644 -6.099 -3.514 0.0 0.0 0.0
H -3.739 -5.379 -4.706 0.0 0.0 0.0
H -4.394 -5.683 -1.192 -0.1 0.1 0.0
C -9.859 -2.719 -5.274 0.0 0.1 0.1
C -8.480 -3.318 -5.042 -0.2 -0.2 -0.1
C -8.193 -4.456 -6.010 0.1 0.0 0.0
O -8.353 -3.770 -3.694 0.0 0.1 0.0
H -10.632 -3.476 -5.116 0.0 0.0 -0.1
H -10.044 -1.905 -4.574 0.0 0.0 0.0
H -9.958 -2.334 -6.290 0.0 0.0 0.0
H -7.723 -2.541 -5.158 0.0 0.0 0.1
H -8.918 -5.263 -5.872 -0.1 0.0 0.0
H -7.201 -4.870 -5.830 0.0 0.0 0.0
H -8.248 -4.119 -7.046 0.0 0.0 0.0
H -9.011 -4.459 -3.551 0.0 0.0 0.0
C -2.807 -8.514 1.393 -0.1 -0.1 0.0
C -1.726 -8.515 0.321 -0.1 0.3 0.2
C -0.506 -7.721 0.759 0.1 0.0 -0.1
O -2.242 -7.988 -0.899 0.0 -0.1 0.0
H -3.140 -7.491 1.592 0.1 0.0 0.0
H -3.673 -9.086 1.062 0.0 0.0 0.0
H -2.442 -8.944 2.327 0.0 0.0 0.0
H -1.435 -9.543 0.101 0.0 0.0 -0.1
H -0.782 -6.678 0.933 0.0 0.0 0.1
H 0.258 -7.734 -0.019 0.0 0.0 0.0
H -0.074 -8.124 1.677 0.0 0.0 0.0
H -2.513 -7.076 -0.731 0.1 0.1 -0.1

128
Properties=species:S:1:pos:R:3:forces:R:3 method="wB97M-V/def2-TZVPD" total_energy_ev=-93648.6343 homo_lumo_gap_ev=7.51 lumo_ha=0.0529 homo_energy_ev=-6.1 total_charge=-1
O 10.807 2.049 1.223 0.0 0.2 -0.2
S 9.697 1.318 0.657 0.7 0.6 0.6
O 9.590 -0.050 1.128 -0.5 -0.2 -0.2
C 8.261 2.228 1.235 -0.4 -0.2 -0.1
C 6.943 1.472 1.166 -0.1 -0.1 -0.7
C 6.375 1.281 -0.248 -0.1 -0.4 0.3
C 5.417 0.087 -0.257 0.3 0.5 -0.2
C 4.713 -0.155 -1.599 0.0 -0.4 0.7
C 4.487 -1.664 -1.839 -0.5 0.8 0.2
C 3.136 -2.009 -2.489 0.4 -0.8 -0.1
C 2.355 -3.025 -1.657 -0.1 0.4 0.1
C 1.943 -2.449 -0.285 -0.4 -0.6 -0.5
C 0.432 -2.185 -0.217 0.3 -0.1 0.2
C 0.034 -1.159 0.843 -0.1 0.0 -0.2
C 0.568 0.246 0.628 0.2 -0.4 0.0
N 0.059 0.935 -0.546 0.0 0.6 -0.1
C 0.420 2.225 -0.843 -0.2 0.5 -0.7
C -0.198 2.618 -2.012 -0.2 -0.6 0.2
C -0.987 1.518 -2.448 0.5 0.0 0.8
C -0.806 0.514 -1.515 -0.5 0.1 -0.8
N 9.620 1.471 -0.935 -0.2 -0.9 0.3
S 9.979 0.187 -1.811 0.4 0.6 -1.4
O 11.302 -0.340 -1.630 0.0 -0.2 0.6
O 9.649 0.509 -3.184 -0.4 0.1 0.1
C 8.800 -1.149 -1.429 0.5 -0.3 1.0
O 9.525 -2.232 -0.807 -0.2 0.1 -0.4
C 8.736 -3.125 -0.228 0.3 0.1 0.1
F 8.077 -2.656 0.839 -0.2 0.2 0.2
F 7.794 -3.618 -1.058 -0.3 -0.2 -0.3
F 9.481 -4.150 0.181 0.2 -0.3 0.1
H 8.510 2.464 2.265 0.1 0.0 0.1
H 8.194 3.152 0.667 0.2 0.1 -0.1
H 7.058 0.481 1.604 0.1 0.0 0.3
H 6.182 2.012 1.729 0.0 0.0 0.3
H 7.165 1.081 -0.965 0.1 0.2 -0.1
H 5.867 2.191 -0.570 0.0 0.1 -0.1
H 5.999 -0.795 0.011 0.1 -0.1 0.1
H 4.702 0.230 0.558 -0.3 -0.2 0.0
H 3.749 0.350 -1.551 -0.1 0.2 -0.3
H 5.303 0.286 -2.399 0.0 0.1 -0.2
H 5.328 -2.049 -2.409 0.0 -0.2 0.0
H 4.499 -2.136 -0.859 0.2 -0.2 0.1
H 3.323 -2.474 -3.457 -0.1 0.2 -0.3
H 2.514 -1.127 -2.636 0.0 0.2 -0.1
H 1.459 -3.309 -2.211 -0.1 -0.2 0.0
H 2.947 -3.929 -1.528 0.1 -0.1 0.0
H 2.520 -1.546 -0.109 0.1 0.1 0.2
H 2.170 -3.196 0.471 0.3 0.2 0.4
H 0.074 -1.942 -1.213 -0.1 0.3 0.0
H -0.048 -3.126 0.052 -0.1 -0.1 -0.1
H -1.048 -1.155 0.975 -0.1 0.1 -0.1
H 0.457 -1.504 1.787 0.0 0.0 0.2
H 1.652 0.179 0.548 0.1 0.1 -0.1
H 0.377 0.856 1.508 -0.2 0.1 0.1
H 1.079 2.826 -0.243 0.2 -0.3 0.3
H -0.126 3.571 -2.502 0.2 0.2 0.1
H -1.606 1.461 -3.323 -0.1 0.0 -0.1
H -1.288 -0.444 -1.544 0.1 -0.2 0.4
H 8.080 -0.790 -0.705 -0.2 0.2 -0.1
H 8.344 -1.505 -2.344 0.0 0.2 -0.3
C -6.787 -2.898 -1.571 -0.1 -0.1 0.0
C -5.330 -3.297 -1.782 -0.1 0.3 0.0
C -4.433 -3.037 -0.564 0.2 -0.2 0.0
O -4.078 -1.684 -0.363 0.0 0.0 0.1
C -5.059 -0.881 0.267 0.1 0.2 -0.1
N -4.826 -2.638 -2.991 0.2 -0.1 0.1
H -6.941 -1.822 -1.651 0.0 0.0 0.1
H -7.415 -3.366 -2.330 0.0 0.0 0.0
H -7.147 -3.221 -0.591 0.0 0.0 0.0
H -5.310 -4.377 -1.959 0.1 0.0 0.0
H -3.485 -3.559 -0.725 0.0 0.0 0.0
H -4.876 -3.455 0.351 -0.1 0.0 0.0
H -5.629 -1.446 1.011 0.0 0.0 0.0
H -5.740 -0.441 -0.465 -0.1 -0.1 0.1
H -4.539 -0.066 0.771 0.0 0.0 0.0
H -3.898 -2.993 -3.204 0.0 -0.1 -0.1
H -4.672 -1.658 -2.766 -0.1 0.0 0.0
C -9.525 1.757 -1.640 -0.1 0.0 -0.1
C -9.732 0.804 -0.467 0.2 0.2 0.0
C -10.333 1.470 0.779 -0.1 -0.2 0.1
O -9.430 2.262 1.523 0.0 0.1 0.0
C -9.206 3.565 1.010 0.1 0.0 0.1
N -8.463 0.131 -0.175 -0.1 0.0 0.2
H -8.641 2.380 -1.510 0.0 0.0 0.1
H -9.381 1.190 -2.560 0.0 0.0 0.0
H -10.389 2.410 -1.779 0.0 0.0 0.0
H -10.448 0.041 -0.790 0.0 0.0 0.1
H -10.652 0.679 1.464 0.0 0.0 0.0
H -11.229 2.050 0.522 0.0 0.0 -0.1
H -10.107 3.982 0.556 0.0 0.0 -0.1
H -8.390 3.568 0.284 -0.1 0.1 -0.1
H -8.910 4.202 1.843 0.0 0.0 0.0
H -8.617 -0.593 0.522 0.0 -0.1 -0.1
H -7.865 0.804 0.297 0.0 0.0 -0.1
C 8.340 -4.817 3.243 0.0 0.1 0.1
C 7.618 -5.665 4.285 0.1 -0.1 -0.3
C 8.484 -6.787 4.875 -0.1 0.0 0.2
O 8.675 -7.902 4.025 0.1 0.0 0.0
C 9.672 -7.738 3.031 -0.1 -0.2 0.0
N 6.371 -6.179 3.708 0.0 -0.1 0.2
H 8.406 -5.316 2.278 0.0 -0.1 0.0
H 7.805 -3.884 3.078 0.0 0.0 0.0
H 9.352 -4.568 3.569 0.0 0.0 0.0
H 7.352 -5.005 5.117 0.0 -0.1 0.1
H 7.972 -7.183 5.757 0.0 -0.1 0.0
H 9.453 -6.398 5.216 0.0 0.1 -0.1
H 10.505 -7.130 3.394 0.0 0.1 0.0
H 9.262 -7.293 2.123 0.1 0.1 0.0
H 10.049 -8.730 2.779 0.0 0.0 0.0
H 5.834 -6.644 4.434 0.0 0.1 0.0
H 6.616 -6.925 3.062 0.0 0.1 -0.1
C -9.136 9.785 -0.791 0.1 0.1 0.1
C -10.025 8.951 0.127 0.1 -0.1 -0.3
C -9.378 7.641 0.600 -0.1 0.0 0.2
O -9.336 6.611 -0.369 0.1 0.0 0.0
C -8.283 6.712 -1.312 -0.1 -0.2 -0.1
N -11.312 8.723 -0.538 0.0 -0.1 0.2
H -9.116 9.393 -1.807 0.0 -0.1 0.0
H -9.515 10.804 -0.851 0.0 0.0 0.0
H -8.111 9.828 -0.418 0.0 0.0 0.0
H -10.216 9.546 1.024 0.0 -0.1 0.1
H -9.987 7.242 1.416 0.0 0.0 0.0
H -8.375 7.820 1.009 0.0 0.1 -0.1
H -7.378 7.129 -0.863 0.0 0.0 0.0
H -8.578 7.312 -2.175 0.1 0.1 0.0
H -8.064 5.705 -1.667 0.0 0.0 0.0
H -11.951 8.276 0.114 0.0 0.1 0.0
H -11.166 8.024 -1.262 0.0 0.1 -0.1

138
Properties=species:S:1:pos:R:3:forces:R:3 method="wB97M-V/def2-TZVPD" total_energy_ev=-106250.1735 homo_lumo_gap_ev=8.60 lumo_ha=-0.0900 homo_energy_ev=-11.0 total_charge=+1
C 3.661 6.077 -0.953 0.5 0.3 0.2
O 4.322 4.891 -1.418 -0.6 -0.4 0.2
B 3.612 4.288 -2.410 0.6 0.0 -0.4
O 3.490 4.926 -3.638 -0.3 0.2 0.7
C 2.858 2.896 -2.221 0.5 -0.2 0.0
C 3.087 1.918 -3.403 -0.2 0.6 -0.7
C 4.391 2.053 -4.187 0.2 -0.6 0.2
C 5.665 1.908 -3.406 1.2 0.6 -0.3
C 6.869 1.884 -4.347 -0.5 -0.5 0.3
O 5.606 0.712 -2.642 -0.5 -0.2 -0.3
N 2.858 0.443 -3.076 -0.1 0.2 -0.1
C 1.903 -0.176 -4.036 -0.4 -0.4 -0.4
O 2.371 -0.023 -5.344 0.2 0.2 -0.1
O 2.455 -1.309 -5.961 -0.3 -0.1 0.2
C 2.488 0.005 -1.661 -0.2 -0.7 1.0
C 3.535 -1.018 -1.231 0.2 -0.2 -0.8
C 2.088 1.162 -0.694 -0.1 -0.6 -0.8
C 0.608 1.557 -1.038 0.8 0.1 0.0
C -0.541 0.915 -0.276 -0.6 0.1 -0.6
C -0.819 -0.561 -0.426 -0.6 -0.2 0.7
F 0.272 -1.337 -0.152 0.0 0.1 -0.1
F -1.746 -0.872 0.527 0.2 0.1 -0.2
C -1.412 -1.095 -1.766 0.0 -0.9 0.1
F -2.061 -2.258 -1.511 0.4 0.6 -0.2
F -0.387 -1.402 -2.617 -0.2 0.4 0.3
C -2.381 -0.192 -2.564 -0.3 0.0 -0.9
F -1.767 0.970 -2.929 -0.1 -0.5 0.2
F -2.652 -0.866 -3.711 0.1 0.3 0.7
C -3.751 0.172 -1.881 -0.9 0.3 -0.1
F -3.705 1.439 -1.404 0.0 -0.9 -0.2
F -4.722 0.110 -2.817 0.7 0.1 0.8
F -4.064 -0.656 -0.879 0.2 0.5 -0.6
B 2.095 0.851 0.897 0.3 0.1 0.3
N 2.556 -0.300 1.664 -0.2 -0.2 -0.1
O 1.646 1.897 1.641 0.4 0.0 0.1
N 2.966 2.311 -0.908 -0.5 0.5 0.3
C 4.286 2.165 -0.338 1.2 0.6 0.7
C 4.608 3.010 0.927 -0.6 -0.6 0.0
C 5.306 2.152 1.985 -0.1 0.5 -0.5
S 6.871 1.642 1.291 0.0 -0.1 -0.2
O 7.386 2.671 0.447 0.2 0.3 0.1
O 6.684 0.362 0.669 -0.2 -0.4 0.1
O 7.825 1.508 2.534 -0.1 0.1 -0.2
H 2.607 5.896 -0.749 -0.2 0.0 -0.1
H 4.118 6.372 -0.018 0.2 -0.1 0.2
H 3.785 6.894 -1.654 -0.1 0.1 -0.2
H 2.569 5.111 -3.837 -0.1 -0.1 -0.6
H 1.835 3.267 -2.345 -0.3 -0.1 0.1
H 2.326 2.158 -4.141 -0.3 -0.1 -0.1
H 4.404 1.294 -4.969 -0.1 -0.2 -0.1
H 4.415 2.989 -4.728 -0.2 0.3 0.1
H 5.843 2.758 -2.740 -0.3 0.1 0.2
H 6.733 1.052 -5.032 0.1 -0.1 -0.3
H 6.975 2.811 -4.896 0.0 0.2 -0.1
H 7.767 1.694 -3.768 0.2 0.1 0.0
H 6.441 0.591 -2.184 0.2 -0.1 0.2
H 3.747 -0.012 -3.296 0.3 0.1 0.4
H 1.810 -1.234 -3.823 0.1 -0.2 0.2
H 0.919 0.275 -3.939 0.0 0.3 0.1
H 3.406 -1.461 -6.035 0.2 0.1 0.0
H 1.596 -0.598 -1.772 -0.2 0.1 -0.3
H 3.626 -1.738 -2.050 0.1 -0.1 -0.1
H 4.527 -0.614 -1.085 0.0 0.1 0.3
H 3.197 -1.617 -0.403 -0.1 0.1 0.4
H 0.534 2.630 -0.888 -0.2 0.1 0.2
H 0.458 1.426 -2.107 -0.2 -0.1 -0.2
H -1.445 1.406 -0.631 -0.1 0.1 -0.1
H -0.582 1.129 0.785 0.5 -0.1 0.3
H 2.094 -1.175 1.446 -0.1 -0.1 0.0
H 3.542 -0.471 1.502 0.1 -0.1 0.1
H 1.655 2.703 1.115 -0.3 0.2 -0.1
H 4.542 1.140 -0.087 -0.5 -0.3 -0.1
H 5.074 2.431 -1.026 -0.2 0.0 -0.4
H 5.237 3.847 0.665 0.0 0.3 0.0
H 3.676 3.359 1.360 0.0 0.3 0.1
H 5.439 2.714 2.903 0.2 0.0 0.2
H 4.723 1.260 2.172 0.1 -0.2 0.3
H 7.287 1.368 3.329 0.0 0.0 0.6
C 0.581 -0.996 6.026 0.0 -0.1 0.0
C 2.101 -0.942 6.048 -0.2 0.3 -0.2
C 2.602 0.484 6.230 0.1 0.0 0.0
O 2.632 -1.495 4.845 0.1 -0.1 0.1
H 0.192 -0.408 5.190 0.0 0.1 0.0
H 0.239 -2.022 5.893 0.0 0.0 0.0
H 0.156 -0.604 6.950 0.0 0.0 0.0
H 2.477 -1.567 6.858 0.1 -0.1 0.0
H 2.271 1.113 5.398 -0.1 0.0 0.0
H 3.693 0.506 6.242 0.0 0.0 0.0
H 2.235 0.920 7.160 0.0 0.0 0.0
H 2.314 -0.958 4.110 0.1 0.1 -0.1
C -8.254 -2.908 -3.329 -0.1 -0.1 0.1
C -8.930 -1.547 -3.258 0.5 -0.1 -0.2
C -8.569 -0.675 -4.449 -0.1 0.1 0.0
O -8.563 -0.887 -2.045 -0.3 0.1 0.2
H -7.165 -2.792 -3.325 0.0 0.0 -0.1
H -8.521 -3.512 -2.462 0.0 0.0 0.0
H -8.540 -3.446 -4.234 0.0 0.0 0.0
H -10.011 -1.681 -3.216 0.0 0.1 0.1
H -7.491 -0.490 -4.475 0.0 -0.1 0.0
H -9.061 0.295 -4.378 -0.1 0.0 0.0
H -8.861 -1.144 -5.389 0.0 0.0 0.0
H -7.609 -0.761 -2.060 0.1 0.0 0.0
C 7.662 3.256 6.811 0.1 -0.1 -0.1
C 6.480 3.276 5.857 0.0 0.0 0.5
C 5.183 3.614 6.573 -0.1 0.0 -0.2
O 6.355 2.004 5.201 0.1 0.0 -0.5
H 7.515 2.498 7.584 -0.1 0.0 0.0
H 8.581 3.009 6.280 0.0 0.0 0.0
H 7.791 4.223 7.298 0.0 0.0 0.0
H 6.663 4.005 5.066 0.0 -0.1 -0.1
H 4.962 2.866 7.339 0.1 0.0 0.1
H 4.346 3.621 5.874 0.0 0.0 0.0
H 5.242 4.590 7.054 0.0 0.0 0.0
H 6.194 1.337 5.876 0.0 -0.1 0.0
C -7.998 -7.129 -2.456 -0.1 -0.1 -0.1
C -8.446 -7.473 -1.043 0.4 0.2 0.0
C -8.276 -6.288 -0.107 -0.1 -0.1 0.1
O -7.716 -8.601 -0.559 -0.3 -0.1 0.0
H -6.936 -6.864 -2.465 0.0 0.1 0.0
H -8.126 -7.987 -3.117 0.0 0.0 0.0
H -8.566 -6.290 -2.860 0.0 0.0 0.0
H -9.493 -7.778 -1.058 0.0 -0.1 0.0
H -7.223 -5.996 -0.043 0.0 0.0 -0.1
H -8.600 -6.551 0.901 0.0 0.0 0.0
H -8.851 -5.425 -0.442 0.0 0.0 0.0
H -6.786 -8.358 -0.536 0.1 0.0 0.0
C -10.311 -2.502 2.514 -0.1 -0.1 0.0
C -9.142 -3.227 1.865 0.0 0.5 0.0
C -7.809 -2.666 2.339 0.1 -0.1 0.0
O -9.233 -3.138 0.445 0.0 -0.2 0.0
H -10.297 -1.442 2.247 0.1 0.0 0.0
H -11.257 -2.915 2.164 0.0 0.0 0.0
H -10.276 -2.585 3.601 0.0 0.0 0.0
H -9.194 -4.290 2.103 0.0 0.0 -0.1
H -7.723 -1.610 2.066 -0.1 0.0 0.1
H -6.982 -3.196 1.865 0.0 0.0 0.0
H -7.704 -2.752 3.422 0.0 0.0 0.0
H -9.187 -2.207 0.198 0.0 0.0 -0.1